Entry 1:
Density functional theory data (ωB97M-V/def2-TZVPD) for 2 unconnected molecules or ions with the total composition C31H43F5N5O7S.

Results
frontier orbital gap: 0.2104 hartree

The geometry in ORCA input format:
```
! RIJCOSX wB97M-V def2-TZVPD def2/J DEFGRID3
* xyz 1 1
C 1.04 1.41 5.08
C 0.00 1.62 3.84
O 0.41 0.85 2.67
C -0.78 0.31 2.06
N -0.74 -0.17 0.64
C -0.86 1.13 -0.10
O -2.14 1.74 -0.34
N -2.02 3.10 -0.17
O -2.97 3.58 -0.72
C -1.92 -1.14 0.48
C -3.23 -0.85 1.41
N -3.90 0.45 1.42
C -2.59 -1.17 -0.97
C -2.88 -2.57 -1.69
C -3.26 -2.37 -3.25
F -3.25 -3.54 -4.11
C -3.66 -1.13 -3.86
F -5.00 -0.72 -4.06
F -2.63 -0.23 -4.26
C -1.49 -2.54 1.18
S -2.70 -3.95 1.21
O -0.21 -3.11 0.82
C 0.85 -2.15 1.12
F 2.00 -2.94 0.77
F 1.07 -1.98 2.51
C 0.60 -0.84 0.23
C 0.56 -1.40 -1.31
C 1.91 -1.91 -1.96
C 1.74 -3.46 -2.47
C 3.18 -4.19 -2.67
N 3.75 -4.69 -1.38
C 5.07 -4.23 -1.02
C 5.51 -4.79 0.35
C 4.25 -5.65 0.75
C 3.18 -5.57 -0.38
C 1.83 0.18 0.11
C 3.24 -0.24 0.75
O 3.46 -0.45 1.97
N 4.45 -0.32 -0.13
C 5.53 -1.12 0.52
C 4.94 1.11 -0.18
H 0.73 0.43 5.57
H 2.10 1.32 4.64
H 0.92 2.33 5.76
H -1.03 1.29 4.24
H 0.02 2.73 3.58
H -1.10 -0.42 2.87
H -1.53 1.19 2.12
H -0.30 1.95 0.50
H -0.34 1.19 -1.13
H -3.11 -1.19 2.51
H -4.05 -1.56 0.99
H -4.89 0.39 1.15
H -3.88 0.88 2.36
H -2.00 -0.59 -1.78
H -3.61 -0.62 -0.98
H -2.05 -3.35 -1.60
H -3.84 -3.00 -1.23
H -1.38 -2.41 2.33
H -2.44 -4.86 0.19
H 0.17 -0.60 -2.05
H -0.18 -2.26 -1.47
H 2.16 -1.32 -2.93
H 2.85 -1.92 -1.33
H 1.13 -3.53 -3.45
H 1.20 -3.99 -1.58
H 3.07 -5.08 -3.38
H 3.94 -3.44 -3.09
H 5.69 -3.54 -1.68
H 6.48 -4.63 0.95
H 4.12 -6.23 1.73
H 2.14 -6.04 -0.43
H 2.05 0.54 -0.97
H 1.69 1.21 0.63
H 6.11 -0.44 1.24
H 6.27 -1.43 -0.32
H 5.17 -2.10 0.99
H 4.94 1.48 0.92
H 4.13 1.72 -0.72
H 5.97 1.18 -0.67
C -3.41 9.25 -1.45
C -4.54 9.59 -0.83
C -5.35 8.59 -0.11
O -6.39 8.90 0.45
C -4.87 7.20 -0.10
C -3.74 6.85 -0.72
C -2.92 7.85 -1.44
O -1.89 7.54 -2.00
H -2.80 9.97 -1.98
H -4.91 10.61 -0.83
H -5.48 6.48 0.43
H -3.37 5.83 -0.73
*
```

=====

Entry 2:
Density functional theory data (ωB97M-V/def2-TZVPD) for a molecular structure, C31H43HoN10O2S.

Results
<S²>: 6.00
frontier orbital gap (alpha / beta): 0.2611 / 0.2616 hartree

The geometry in ORCA input format:
```
! RIJCOSX wB97M-V def2-TZVPD def2/J DEFGRID3
* xyz 2 5
Ho -1.02 -0.53 0.75
C -1.06 -3.93 -2.42
C -0.83 -2.76 -1.52
N -1.72 -2.23 -0.78
C -3.04 -2.80 -0.55
C -3.51 -2.42 0.88
N -3.45 -0.96 1.11
C -3.59 -0.51 2.52
C -3.11 0.95 2.65
N -1.64 0.99 2.51
C -1.04 2.30 2.19
C 0.46 2.14 1.87
N 0.65 1.10 0.87
C 1.80 0.77 0.40
C 3.08 1.44 0.76
C 1.84 -0.47 -0.45
C 3.02 -1.11 -0.84
C 2.93 -2.29 -1.55
C 1.69 -2.83 -1.87
C 0.55 -2.18 -1.42
N 0.65 -1.03 -0.72
H -2.07 -3.93 -2.82
H -0.92 -4.87 -1.87
H -0.36 -3.93 -3.26
H -3.04 -3.89 -0.62
H -3.74 -2.43 -1.30
H -2.84 -2.92 1.58
H -4.52 -2.82 1.02
H -4.23 -0.54 0.61
H -2.97 -1.14 3.17
H -4.62 -0.58 2.87
H -3.45 1.37 3.60
H -3.55 1.56 1.85
H -1.23 0.68 3.38
H -1.14 3.01 3.03
H -1.57 2.72 1.33
H 0.99 1.86 2.78
H 0.86 3.11 1.55
H 2.92 2.50 0.96
H 3.83 1.34 -0.02
H 3.47 0.99 1.68
H 3.98 -0.70 -0.59
H 3.83 -2.80 -1.86
H 1.63 -3.75 -2.43
C -5.59 1.40 -2.62
C -4.24 1.59 -2.04
C -3.45 2.72 -1.95
C -2.27 2.31 -1.31
N -2.32 1.02 -0.98
N -3.54 0.61 -1.43
C -1.08 3.19 -1.10
H -5.81 2.22 -3.30
H -6.35 1.40 -1.84
H -5.67 0.46 -3.18
H -3.68 3.71 -2.31
H -3.74 -0.37 -1.50
H -1.32 4.04 -0.46
H -0.78 3.57 -2.08
H -0.26 2.61 -0.70
C 3.21 5.13 -2.64
N 2.46 3.92 -2.33
C 2.62 2.74 -2.94
S 1.58 1.45 -2.55
N 3.62 2.63 -3.82
C 3.94 1.45 -4.60
H 2.87 5.93 -1.99
H 3.06 5.45 -3.67
H 4.27 4.98 -2.46
H 1.64 4.00 -1.75
H 4.17 3.46 -4.02
H 3.41 0.60 -4.18
H 5.01 1.25 -4.56
H 3.64 1.57 -5.64
O 1.52 0.28 4.07
C 1.31 -0.81 3.59
N 0.31 -1.08 2.65
C 0.37 -2.39 2.33
O -0.44 -2.85 1.50
C 1.45 -3.07 3.08
C 1.90 -4.38 3.11
C 2.95 -4.67 3.97
C 3.53 -3.69 4.77
C 3.08 -2.37 4.72
C 2.04 -2.09 3.87
H 1.45 -5.14 2.49
H 3.32 -5.69 4.03
H 4.34 -3.95 5.43
H 3.52 -1.60 5.34
*
```

=====

Entry 3:
Density functional theory data (ωB97M-V/def2-TZVPD) for a molecular structure, C31H44BrN3P2Pt.

Results
<S²>: 6.03
ΔE to the lowest compared entry with this formula, charge and spin: 72.5 kcal/mol
frontier orbital gap (alpha / beta): 0.2025 / 0.1879 hartree

The geometry in ORCA input format:
```
! RIJCOSX wB97M-V def2-TZVPD def2/J DEFGRID3
* xyz 4 5
N 5.42 1.62 0.58
C 4.72 2.19 1.57
C 3.43 1.75 1.90
C 2.89 0.67 1.17
C 3.65 0.04 0.19
C 4.93 0.58 -0.08
C 1.53 0.19 1.52
Pt 0.11 -0.26 0.19
P -1.62 -1.50 -0.33
C 1.21 -1.26 1.54
C 0.65 -1.77 2.83
C 0.12 -3.07 2.94
C -0.68 -3.42 3.99
C -1.18 -2.40 4.94
C -0.21 -1.27 5.04
C 0.63 -0.98 4.01
Br -2.79 -1.65 4.31
H 1.12 0.76 2.35
H 1.90 -1.94 1.01
H 2.89 2.22 2.72
H 3.29 -0.85 -0.33
H 5.18 3.01 2.12
H 5.56 0.13 -0.85
H 0.32 -3.79 2.14
H 1.28 -0.10 4.10
H -1.11 -4.41 4.07
H -0.32 -0.60 5.88
P 0.54 0.55 -2.22
C -2.72 -2.28 0.77
C -2.59 -3.65 1.29
H -3.54 -1.68 1.18
H -1.43 -2.82 5.92
H -2.63 -3.60 2.38
H -3.36 -4.38 1.00
H -1.61 -4.09 1.04
C -0.98 -2.88 -1.40
C -1.93 -3.41 -2.48
H -0.75 -3.70 -0.69
H -0.01 -2.57 -1.81
H -1.38 -4.03 -3.19
H -2.70 -4.05 -2.02
H -2.43 -2.61 -3.04
C -2.64 -0.19 -1.19
C -4.09 -0.03 -0.78
H -2.55 -0.37 -2.27
H -2.12 0.76 -0.96
H -4.64 0.45 -1.61
H -4.55 -0.99 -0.56
H -4.19 0.64 0.08
C -0.49 2.04 -2.61
C -0.57 2.50 -4.07
H -0.11 2.84 -1.97
H -1.51 1.82 -2.26
H 0.41 2.69 -4.51
H -1.11 1.79 -4.70
H -1.13 3.44 -4.09
C 0.11 -0.63 -3.60
C 1.26 -1.43 -4.21
H -0.39 -0.04 -4.39
H -0.65 -1.31 -3.21
H 1.69 -0.90 -5.07
H 2.07 -1.63 -3.50
H 0.89 -2.40 -4.59
C 2.24 1.07 -2.70
C 2.68 2.48 -2.35
H 2.32 0.92 -3.79
H 2.92 0.34 -2.24
H 2.93 2.57 -1.29
H 3.60 2.71 -2.91
H 1.93 3.24 -2.61
N -3.51 3.60 4.07
C -2.64 3.42 3.30
C -1.56 3.23 2.38
C -0.59 4.23 2.19
C 0.42 4.03 1.25
C 0.45 2.82 0.56
N -0.42 1.84 0.83
C -1.44 2.01 1.69
H -0.65 5.15 2.78
H 1.19 4.77 1.04
H 1.21 2.63 -0.20
H -2.12 1.18 1.87
*
```